This record from the OMol25 dataset describes a single C16H30BrClO8 molecule in a non-equilibrium geometry. The level of theory is ωB97M-V/def2-TZVPD.

```
56
C16H30BrClO8 ωB97M-V/def2-TZVPD
Br -3.579 -3.021 -2.255
Cl 1.049 0.931 -0.932
O -3.258 -0.860 0.287
O 2.344 -2.236 -2.002
O -1.177 2.061 0.378
O 2.768 0.417 1.856
O 0.214 -3.437 -2.339
O -0.436 2.359 -2.893
O 0.535 2.491 -3.758
O -2.028 -0.547 -1.851
C 2.798 1.884 1.992
C 0.981 3.292 0.573
C 0.067 -1.319 2.603
C -2.121 -0.261 -0.423
C 4.090 -0.106 1.442
C 1.293 2.572 2.012
C 1.189 -1.593 -4.181
C -2.266 1.405 -0.322
C -0.676 -2.749 -1.345
C -0.247 3.310 -1.746
C -0.006 2.373 -0.424
C -1.184 -2.137 3.348
C -2.392 -2.306 2.251
C -1.839 -1.955 -2.183
C -3.064 -0.892 1.744
C 1.250 -2.447 -2.783
H 0.979 1.580 -3.888
H -1.158 4.046 -1.666
H -1.110 -3.606 -0.673
H -2.459 0.039 2.155
H 0.367 4.274 0.782
H -1.156 -0.501 0.210
H 0.781 3.857 -1.976
H 4.674 -0.476 2.401
H -2.533 1.796 -1.387
H -3.225 -2.983 2.761
H 0.785 -2.185 -5.109
H 3.913 -1.058 0.749
H 2.260 -1.179 -4.508
H -1.471 -1.463 4.283
H 3.392 2.363 1.077
H 1.329 3.440 2.820
H 0.064 -2.031 -0.744
H 0.514 -0.616 -4.084
H -2.044 -2.881 1.274
H 0.326 -1.782 1.544
H -0.853 -3.213 3.688
H -0.318 -0.213 2.483
H 1.962 3.565 -0.048
H 0.479 1.816 2.380
H -1.471 -1.972 -3.321
H 1.021 -1.402 3.295
H 4.723 0.648 0.797
H -4.127 -0.829 2.284
H 3.297 2.161 3.034
H -3.248 1.576 0.337
```

Net charge: 0

=====

This record from the OMol25 dataset describes 3 unconnected molecules or ions with the total composition C20H37N3O10P2S in a non-equilibrium geometry. The level of theory is ωB97M-V/def2-TZVPD.

```
73
C20H37N3O10P2S ωB97M-V/def2-TZVPD
S -1.673 4.074 -3.605
P 3.341 -3.547 2.009
P -5.039 0.138 -1.564
O 4.093 -2.065 2.430
O -4.882 1.019 -2.811
O 1.871 -2.787 2.201
O -5.290 -0.773 -0.134
O 3.548 -3.991 3.591
O 3.240 1.495 -0.463
O 2.709 -4.865 1.540
O -5.640 -1.156 -2.423
O -3.465 -0.375 -1.500
O 3.388 3.104 1.314
N -0.001 7.837 -0.570
N 0.966 5.403 -3.212
N 3.636 8.066 -1.481
C 3.663 2.724 0.146
C -0.245 4.910 -3.382
C 0.752 -3.144 1.394
C 2.636 5.457 -1.206
C 3.240 6.919 -1.436
C 4.535 3.727 -0.802
C -0.165 -4.081 2.160
C 2.778 -0.136 3.049
C 5.960 -4.118 3.808
C -5.490 -1.173 -4.831
C -2.635 0.679 0.519
C -6.383 -0.955 -3.623
C -2.488 0.511 -0.981
C 1.102 5.477 -1.694
C 3.574 -0.823 1.952
C 0.422 6.833 -1.108
C -6.458 -1.580 0.022
C -6.118 -3.039 -0.232
C 4.633 -4.845 3.917
C 3.573 4.378 -1.952
H -0.976 -4.439 1.521
H 0.372 -4.945 2.557
H -2.662 -0.293 1.018
H 4.428 -0.194 1.687
H -5.359 -3.383 0.477
H -5.699 -3.207 -1.230
H 4.617 -5.732 3.276
H -2.549 1.477 -1.493
H -6.854 0.030 -3.639
H 0.211 -2.223 1.155
H 6.776 -4.746 4.176
H 2.410 1.745 -0.956
H 1.070 -3.576 0.443
H 1.949 -0.751 3.416
H 6.175 -3.855 2.768
H -1.808 1.266 0.926
H 4.261 4.963 -2.682
H 5.406 3.123 -1.241
H 3.001 3.579 -2.547
H 0.544 4.537 -1.300
H -5.167 -2.217 -4.879
H -1.509 0.078 -1.204
H -4.581 -0.569 -4.783
H -7.193 -1.690 -3.635
H 3.415 0.062 3.917
H 4.483 -5.176 4.947
H -7.268 -1.231 -0.624
H -6.795 -1.468 1.055
H 2.365 0.810 2.693
H 2.982 -0.966 1.045
H 4.877 4.587 -0.106
H 5.941 -3.187 4.381
H 2.640 5.257 -0.078
H -6.020 -0.929 -5.756
H -0.600 -3.564 3.020
H -7.005 -3.667 -0.128
H -3.570 1.194 0.762
```

Net charge: 0

=====

Number 1: energy -4263.30278 hartree, E_LUMO 0.146 eV. Number 2: energy -2781.61397 hartree, E_LUMO -1.767 eV.